{
  "formula": "C6H9N",
  "method": "ωB97M-V with the def2-TZVPD basis set",
  "symbols": ["N", "C", "C", "C", "C", "C", "C", "H", "H", "H", "H", "H", "H", "H", "H", "H"],
  "xyz": [[2.216, -1.718, -0.971], [1.488, 1.345, 0.485], [-1.823, -0.307, -0.122], [-1.961, -1.000, -1.406], [0.660, 0.262, -0.215], [-0.505, -0.284, 0.659], [1.531, -0.841, -0.653], [-2.330, 0.668, -0.113], [0.237, 0.701, -1.128], [-1.138, -1.751, -1.447], [0.830, 2.170, 0.776], [1.971, 0.950, 1.384], [2.261, 1.736, -0.182], [-0.607, 0.347, 1.549], [-2.567, -0.987, 0.367], [-0.261, -1.291, 1.014]],
  "relative_energy_kcal_mol": 102.97,
  "homo_lumo_gap_ha": 0.3159,
  "lumo_ev": -0.39,
  "energy_ev": -7853.695,
  "charge": 0
}